Record 1
Formula: C20H16F8N2OPdS4
Source: OMol25
Level of theory: ωB97M-V with the def2-TZVPD basis set

For the calculated total energy, the calculation gives -3476.1460 Ha. For the orbital gap, the calculation gives 4.71 eV. As for the HOMO energy: -0.47 eV. For the energy above the lowest of the compared OMol25 structures with the same formula, charge and spin, the calculation gives 14.8 kcal per mole. The value obtained for the LUMO energy is 4.2 eV. The total charge is -2.

Each line ends with the Löwdin charge.
CARTESIAN COORDINATES (ANGSTROEM)
Pd: 0.91 -0.56 0.55  0.6224
O: -1.64 -3.91 6.14  -0.1495
C: -1.07 -3.47 5.15  -1.0972
S: -0.72 -4.38 3.70  0.8822
C: 0.13 -3.13 2.78  -1.2267
C: 0.23 -1.94 3.41  -1.1306
S: 0.99 -0.44 2.89  0.5094
S: -0.48 -1.82 5.02  0.8916
S: 0.69 -3.59 1.20  0.3839
F: 3.70 -1.43 1.40  -0.0314
C: 3.01 -0.88 0.34  -0.4581
F: 3.40 -1.66 -0.77  -0.0479
C: 3.77 0.44 0.08  -0.6050
F: 3.58 1.33 1.06  0.1164
F: 5.11 0.29 -0.06  0.1015
F: 3.34 1.01 -1.07  0.0888
F: -0.16 -1.87 -6.23  0.1377
C: 1.04 -1.58 -5.71  -0.5768
F: 1.54 -0.53 -6.41  0.1220
F: 1.85 -2.63 -5.95  0.1319
C: 0.94 -1.28 -4.23  -0.1275
C: 0.92 -2.31 -3.32  0.0232
C: 0.80 -2.00 -1.97  -0.0904
N: 0.72 -0.74 -1.54  -0.0144
C: 0.72 0.25 -2.43  -0.0851
C: 0.84 0.02 -3.80  0.0133
H: 1.01 -3.34 -3.63  0.1235
H: 0.77 -2.76 -1.20  0.0303
H: 0.64 1.25 -2.03  0.0987
H: 0.84 0.85 -4.49  0.1163
C: 0.12 3.02 2.21  -0.1185
N: -0.50 3.49 0.98  -0.2616
C: -1.72 4.21 1.27  -0.1456
C: -0.65 2.42 -0.01  -0.2026
C: -1.56 1.25 0.31  -0.2447
C: -2.94 1.46 0.23  -0.0996
C: -3.86 0.46 0.51  -0.1339
C: -3.38 -0.80 0.88  -0.1148
C: -2.01 -1.03 0.93  -0.1221
C: -1.06 -0.03 0.65  -0.2260
H: 0.34 3.88 2.85  0.0744
H: 1.05 2.51 1.99  0.0599
H: -0.51 2.32 2.77  0.0723
H: -1.48 5.11 1.85  0.0704
H: -2.46 3.63 1.84  0.0790
H: -2.19 4.53 0.33  0.0728
H: 0.36 2.03 -0.19  0.0754
H: -1.00 2.91 -0.93  0.1105
H: -3.32 2.43 -0.09  0.0860
H: -4.92 0.65 0.44  0.0782
H: -4.07 -1.60 1.11  0.0877
H: -1.65 -2.02 1.19  0.0500


Record 2
Formula: C4H4O3
Source: OMol25
Level of theory: ωB97M-V with the def2-TZVPD basis set

For the calculated total energy, the calculation gives -380.2510 Ha. For the orbital gap (alpha / beta), the calculation gives 7.73 / 7.88 eV. As for the HOMO energy (alpha / beta): -9.34 / -9.00 eV. For the energy above the lowest of the compared OMol25 structures with the same formula, charge and spin, the calculation gives 185.8 kcal per mole. The value obtained for the LUMO energy (alpha / beta) is -1.6 / -1.1 eV. The total charge is 0.

Each line ends with the Löwdin charge.
CARTESIAN COORDINATES (ANGSTROEM)
O: -0.22 1.81 0.65  0.0324
C: -0.64 1.06 -0.38  -0.1474
C: -0.17 -0.30 -0.14  -0.4153
C: -0.41 -1.40 0.78  -0.0035
O: -0.58 -1.52 -0.65  0.0344
C: 0.99 0.53 -0.56  -0.1029
O: 1.46 1.50 0.25  0.0392
H: -1.21 1.50 -1.18  0.1537
H: 0.42 -1.98 1.18  0.1244
H: -1.32 -1.38 1.38  0.1251
H: 1.67 0.18 -1.34  0.1600


Record 3
Formula: C2H6N4O
Source: OMol25
Level of theory: ωB97M-V with the def2-TZVPD basis set

For the calculated total energy, the calculation gives -374.0035 Ha. Its SMILES is N/N=N/C/N=C/O. For the orbital gap, the calculation gives 10.23 eV. As for the HOMO energy: -9.12 eV. For the energy above the lowest of the compared OMol25 structures with the same formula, charge and spin, the calculation gives 67.1 kcal per mole. The value obtained for the LUMO energy is 1.1 eV. The total charge is 0.

Each line ends with the Löwdin charge.
CARTESIAN COORDINATES (ANGSTROEM)
C: -0.03 1.42 0.23  -0.2967
N: 2.24 -1.21 -0.11  0.0221
C: -1.64 -0.17 -0.38  -0.3322
O: -2.70 -0.93 -0.15  0.0453
N: 1.10 -0.56 0.04  -0.1059
N: 1.20 0.68 0.14  -0.0135
N: -1.23 0.66 0.48  0.0354
H: -3.02 -0.75 0.74  0.1133
H: 3.12 -0.72 0.00  0.0964
H: 2.20 -2.20 0.05  0.0877
H: 0.09 2.12 1.06  0.1015
H: -0.11 2.01 -0.70  0.1103
H: -1.22 -0.34 -1.38  0.1364


Record 4
Formula: C36H104N4O18
Source: OMol25
Level of theory: ωB97M-V with the def2-TZVPD basis set

For the calculated total energy, the calculation gives -3007.2511 Ha. For the orbital gap, the calculation gives 7.92 eV. As for the HOMO energy: -8.26 eV. The value obtained for the LUMO energy is -0.3 eV. The total charge is 0.

Each line ends with the Löwdin charge.
CARTESIAN COORDINATES (ANGSTROEM)
C: -2.50 0.22 6.52  -0.0296
C: -2.28 -1.22 6.08  -0.5138
C: -1.04 -1.77 6.79  -0.1401
C: -0.87 -3.26 6.61  -0.1851
C: -2.10 -3.98 7.14  -0.1323
C: -3.37 -3.50 6.42  -0.5189
N: -3.43 -2.04 6.51  -0.0832
O: -4.63 -1.54 5.93  -0.0187
C: -3.43 -4.10 5.01  -0.0306
C: -4.56 -4.04 7.22  -0.0358
C: -2.03 -1.21 4.56  -0.0361
H: -1.64 0.82 6.19  0.0828
H: -2.51 0.28 7.61  0.0867
H: -3.41 0.66 6.12  0.0814
H: -0.18 -1.21 6.40  0.1248
H: -1.06 -1.56 7.86  0.1238
H: 0.06 -3.62 7.05  0.1132
H: -0.75 -3.54 5.56  0.0975
H: -2.22 -3.89 8.23  0.1196
H: -1.97 -5.05 6.93  0.1203
H: -2.59 -3.87 4.35  0.0650
H: -3.48 -5.18 5.09  0.0876
H: -4.26 -3.73 4.41  0.0775
H: -4.51 -3.74 8.26  0.0865
H: -5.49 -3.69 6.77  0.0796
H: -4.63 -5.13 7.17  0.0844
H: -1.46 -2.06 4.18  0.0678
H: -1.37 -0.38 4.29  0.0754
H: -2.95 -1.12 3.99  0.0830
H: -4.60 -1.82 5.00  0.0721
C: -2.83 -1.34 -1.57  -0.0081
C: -2.49 0.09 -1.09  -0.4557
C: -2.40 0.08 0.45  -0.1240
C: -1.05 -0.45 0.94  -0.1533
C: 0.05 0.40 0.32  -0.1317
C: 0.10 0.35 -1.21  -0.4905
N: -1.26 0.60 -1.71  -0.0989
O: -1.33 0.65 -3.11  0.0024
C: 1.05 1.42 -1.74  -0.0064
C: 0.65 -1.04 -1.59  -0.0239
C: -3.69 1.01 -1.40  -0.0023
H: -3.63 -1.76 -0.96  0.0640
H: -1.98 -2.00 -1.39  0.0685
H: -3.16 -1.37 -2.61  0.0734
H: -2.64 1.04 0.90  0.1135
H: -3.14 -0.62 0.87  0.1084
H: -0.97 -1.47 0.56  0.1057
H: -0.97 -0.36 2.02  0.0943
H: 1.00 0.06 0.74  0.1101
H: -0.06 1.46 0.60  0.1176
H: 2.02 1.36 -1.25  0.0687
H: 1.26 1.16 -2.78  0.0912
H: 0.58 2.39 -1.76  0.0536
H: 0.05 -1.91 -1.31  0.0634
H: 0.84 -1.08 -2.67  0.0756
H: 1.64 -1.23 -1.16  0.0705
H: -4.52 0.82 -0.73  0.0713
H: -3.93 0.84 -2.45  0.0775
H: -3.39 2.06 -1.35  0.0583
H: -1.36 -0.25 -3.45  0.0522
C: 3.55 -3.56 -3.58  -0.0239
C: 4.91 -3.06 -4.11  -0.5132
C: 4.78 -1.68 -4.74  -0.1454
C: 4.56 -0.57 -3.70  -0.1763
C: 5.67 -0.59 -2.65  -0.1196
C: 5.83 -1.97 -1.98  -0.4980
N: 5.94 -2.96 -3.08  -0.0979
O: 6.33 -4.25 -2.63  -0.0243
C: 7.19 -1.97 -1.28  -0.0368
C: 4.73 -2.24 -0.98  -0.0213
C: 5.40 -4.00 -5.23  -0.0361
H: 3.71 -4.31 -2.81  0.0877
H: 2.98 -4.11 -4.34  0.0773
H: 2.90 -2.76 -3.24  0.0510
H: 5.70 -1.42 -5.28  0.1192
H: 4.00 -1.63 -5.50  0.1258
H: 3.57 -0.69 -3.24  0.0895
H: 4.53 0.36 -4.27  0.1155
H: 5.26 0.14 -1.95  0.0894
H: 6.60 -0.17 -3.03  0.1262
H: 7.30 -1.26 -0.46  0.0893
H: 7.33 -2.93 -0.77  0.0806
H: 7.99 -1.88 -2.01  0.0914
H: 3.70 -2.16 -1.33  0.0488
H: 4.84 -3.24 -0.55  0.0924
H: 4.71 -1.50 -0.17  0.0664
H: 6.18 -3.53 -5.82  0.0824
H: 4.59 -4.27 -5.91  0.0809
H: 5.71 -4.96 -4.82  0.0793
H: 7.29 -4.16 -2.58  0.0973
C: 2.84 4.82 -1.67  -0.0272
C: 3.76 4.63 -0.47  -0.4911
C: 3.13 5.22 0.80  -0.1308
C: 3.79 4.70 2.07  -0.1804
C: 3.71 3.19 2.11  -0.1398
C: 4.52 2.59 0.96  -0.5200
N: 4.07 3.18 -0.31  -0.0955
O: 4.78 2.64 -1.41  -0.0213
C: 6.03 2.75 1.18  -0.0165
C: 4.16 1.11 0.92  -0.0367
C: 5.05 5.44 -0.74  -0.0387
H: 3.39 4.51 -2.56  0.0873
H: 2.60 5.88 -1.78  0.0897
H: 1.91 4.25 -1.67  0.0642
H: 3.31 6.30 0.86  0.1214
H: 2.05 5.09 0.83  0.1193
H: 3.22 5.06 2.94  0.1133
H: 4.82 5.05 2.18  0.1045
H: 2.68 2.87 1.96  0.1216
H: 4.06 2.78 3.06  0.1224
H: 6.54 2.21 0.38  0.0807
H: 6.38 3.77 1.07  0.0697
H: 6.34 2.27 2.11  0.0880
H: 3.13 0.93 0.61  0.0614
H: 4.73 0.55 0.16  0.0476
H: 4.36 0.61 1.87  0.0958
H: 5.64 5.78 0.11  0.0738
H: 4.74 6.35 -1.28  0.0813
H: 5.72 4.94 -1.44  0.0822
H: 4.06 2.22 -1.89  0.0830
O: -3.65 0.41 -5.39  -0.0505
H: -3.23 0.74 -6.19  0.0753
H: -3.06 -0.29 -5.06  0.0084
O: -4.24 2.80 -4.01  -0.0655
H: -3.85 3.13 -3.20  -0.0272
H: -3.65 2.10 -4.32  -0.0081
O: -5.91 -1.15 -4.41  -0.0493
H: -6.49 -0.39 -4.53  0.0604
H: -5.05 -0.84 -4.75  0.0054
O: -1.84 -1.78 -4.90  -0.0351
H: -1.44 -2.28 -4.18  0.0562
H: -1.34 -2.03 -5.68  0.0748
O: -5.49 -2.39 1.14  -0.0583
H: -5.64 -2.41 0.18  -0.0086
H: -5.62 -3.30 1.43  0.0449
O: -6.44 0.41 0.98  -0.0502
H: -5.94 -0.40 0.87  0.0054
H: -7.36 0.11 1.02  0.0656
O: -3.52 3.07 3.14  -0.0479
H: -4.10 2.48 2.65  0.0418
H: -3.98 3.92 3.13  0.0539
O: -4.92 -4.88 -1.67  -0.0379
H: -4.56 -5.69 -2.05  0.0548
H: -4.53 -4.83 -0.79  0.0449
O: -1.03 3.84 1.79  -0.0721
H: -1.93 3.49 1.72  -0.0035
H: -0.87 3.88 2.73  0.0304
O: -6.19 -2.24 -1.64  -0.0655
H: -5.70 -3.08 -1.63  -0.0073
H: -6.10 -1.94 -2.56  0.0188
O: -4.55 4.33 -1.51  -0.0528
H: -3.82 4.95 -1.54  0.0520
H: -5.18 4.63 -2.17  0.0661
O: -1.15 3.58 -4.80  -0.0777
H: -1.62 4.34 -5.14  0.0302
H: -1.22 3.65 -3.83  -0.0176
O: -6.63 2.28 -1.15  -0.0765
H: -6.54 1.69 -0.39  -0.0216
H: -5.86 2.87 -1.09  -0.0161
O: -1.55 3.74 -1.99  -0.0447
H: -1.93 2.85 -2.03  0.0123
H: -0.76 3.63 -1.45  0.0355


Number 1: F_max 0.78 eV/A. Number 2: F_max 0.96 eV/A. Number 3: F_max 2.26 eV/A. Number 4: F_max 1.94 eV/A.